No. 1
ORCA calculation (ωB97M-V with the def2-TZVPD basis set) on one molecule with the formula C8H10N2O2 at a distorted geometry.

As for the relative energy (zero: lowest compared OMol25 entry of this formula, charge and spin): 7.047 eV. The HOMO energy comes out at -9.06 eV.

Last column: Löwdin charge in e.
Positions of all 22 atoms, in Å:
H1 -2.68037 -1.95620 -0.49210  0.092
N1 3.21656 -0.98085 -1.15613  -0.407
N2 -1.06718 2.68204 2.83905  0.077
C1 -1.14746 2.03929 1.71780  -0.226
H2 0.45240 3.04847 0.75706  0.086
H3 0.77817 -2.51310 -1.06356  0.155
H4 -1.35330 -2.38499 0.78216  0.115
H5 -1.52024 -3.08064 -0.77258  0.048
C2 0.80074 -1.38349 -0.81225  0.013
C3 -1.59785 -2.13561 -0.30605  -0.063
O1 3.79631 -1.92013 -0.70057  0.117
C4 -0.13811 2.20953 0.65109  -0.104
C5 -0.09720 1.46510 -0.41815  -0.101
C6 -0.59156 -1.02349 -0.56299  -0.276
H6 1.92816 0.40215 -0.51432  0.067
H7 0.64682 1.73103 -1.14241  0.113
O2 3.62429 -0.15182 -1.96436  0.070
C7 1.88547 -0.57497 -0.76642  -0.003
H8 -1.84627 2.54890 3.50541  0.050
H9 -2.02880 1.29688 1.38085  0.140
H10 -2.05106 0.39676 -0.44041  0.085
C8 -1.00952 0.28516 -0.52111  -0.046


No. 2
ORCA calculation (ωB97M-V with the def2-TZVPD basis set) on C8H10N2PbSe as an isolated structure at a distorted geometry.

The HOMO energy (spin up / spin down) comes out at -7.70 / -7.70 eV.

Last column: Löwdin charge in e.
Positions of all 22 atoms, in Å:
C1 -0.24301 -2.74870 -0.74072  -0.181
C2 -3.42072 3.06480 0.20021  -1.075
C3 2.22340 1.74397 -0.46030  -0.170
H1 1.79462 -1.86188 1.77402  0.077
Se1 -4.70762 4.18831 0.16690  0.560
H2 3.25915 1.82422 0.08610  0.129
C4 -1.16759 -2.50689 0.34951  -0.265
H3 1.60683 2.65172 -0.51943  0.068
C5 2.29797 0.87621 -1.57541  0.048
C6 1.06633 -2.43398 -0.23598  -0.143
H4 2.70727 -0.11902 -1.35902  0.059
H5 -0.78744 -1.86868 2.47302  0.072
C7 0.99001 -2.09847 1.14665  -0.111
H6 -0.49196 -2.97311 -1.71441  0.054
H7 1.97365 -2.47464 -0.81264  0.076
H8 0.37859 1.36062 1.44679  -0.063
H9 1.81775 1.08931 -2.52850  0.064
H10 -2.21922 -2.67962 0.32393  0.067
N1 -2.51028 2.29350 0.24153  -0.188
Pb1 -1.21991 0.29716 -0.37940  1.338
C8 -0.38675 -2.06481 1.51189  -0.194
N2 0.70379 1.08907 0.53254  -0.222


No. 3
ORCA calculation (ωB97M-V with the def2-TZVPD basis set) on one molecule with the formula C8H10N2S at a distorted geometry.

As for the relative energy (zero: lowest compared OMol25 entry of this formula, charge and spin): 3.974 eV. The HOMO energy comes out at -6.75 eV.

Last column: Löwdin charge in e.
Positions of all 21 atoms, in Å:
C1 2.13821 -1.46085 -0.02878  0.057
H1 2.81963 -2.15383 -0.48995  0.066
C2 0.04555 -1.19618 -2.84551  -0.124
H2 2.25075 -0.83870 0.77114  -0.052
H3 -1.02603 -0.85253 3.45859  0.058
H4 -1.83525 1.84896 -0.57248  0.103
H5 -1.97893 3.28385 1.26988  0.010
C3 1.12524 -1.14579 -0.88447  -0.272
C4 1.08015 -1.79885 -2.18747  -0.046
C5 -1.14260 1.76282 0.27028  -0.237
N1 -0.74812 0.07896 3.04962  -0.479
H6 -0.59176 2.56540 2.26089  0.067
S1 0.59110 0.10314 2.18061  0.806
C6 -0.30163 0.62210 0.24491  -0.189
H7 -1.18640 0.46498 -2.55470  0.169
C7 -1.26108 2.56532 1.33453  -0.019
H8 -0.27655 -1.30514 -3.84700  0.106
H9 1.58291 -2.71119 -2.40057  0.095
H10 -0.77500 0.57520 3.96761  0.054
C8 -0.00334 -0.21644 -0.85900  -0.221
N2 -0.50685 -0.19123 -2.13813  0.048


No. 4
ORCA calculation (ωB97M-V with the def2-TZVPD basis set) on an isolated ion of composition C8H10N3 and charge +1 at a distorted geometry.

As for the relative energy (zero: lowest compared OMol25 entry of this formula, charge and spin): 3.212 eV. The HOMO energy comes out at -12.86 eV. The net charge is +1.

Last column: Löwdin charge in e.
Positions of all 21 atoms, in Å:
H1 2.01419 1.56509 -0.47727  0.193
H2 0.78065 1.64332 -2.77790  0.141
C1 -1.05065 -1.14919 -0.17883  -0.082
H3 -1.88041 -1.26821 0.47209  0.116
H4 -1.84261 1.67493 0.58142  0.094
H5 -0.76164 2.22578 1.88650  0.167
H6 -0.37236 -3.19730 -0.86420  0.156
H7 -2.18033 0.36438 -1.05546  0.135
C2 -1.24843 -0.20742 -1.14303  -0.178
C3 -0.80217 1.84521 0.76784  0.014
H8 -0.49910 2.67669 0.23797  0.073
C4 0.48802 1.09849 -1.89775  -0.135
N1 -0.43571 0.27233 -2.09841  0.103
C5 0.27005 0.90679 0.54489  -0.289
N2 0.98173 1.38068 -0.61581  0.094
H9 1.90790 -1.29426 2.36843  0.161
N3 0.81600 0.08019 1.35808  0.193
H10 1.68252 -2.99966 0.89946  0.112
C6 0.98135 -2.21229 0.67303  -0.045
C7 1.23055 -1.07955 1.50442  -0.064
C8 -0.07954 -2.32599 -0.18549  0.042


No. 5
ORCA calculation (ωB97M-V with the def2-TZVPD basis set) on an isolated ion of composition C8H10N3OS and charge +1 at a distorted geometry.

As for the relative energy (zero: lowest compared OMol25 entry of this formula, charge and spin): 3.370 eV. The HOMO energy comes out at -13.37 eV. The net charge is +1.

Last column: Löwdin charge in e.
Positions of all 23 atoms, in Å:
N1 -0.46800 -0.76830 0.12294  -0.049
H1 -0.20033 -2.31990 -1.12006  0.126
C1 0.71448 2.76340 -0.06238  -0.031
C2 2.61785 1.36628 0.17522  -0.053
H2 3.53834 1.49000 0.60614  0.105
H3 -0.30941 -2.84821 0.54052  0.093
C3 -0.04500 1.62554 -0.02197  -0.079
N2 -2.66278 -1.46105 0.27252  0.236
N3 -2.83022 1.11352 -1.27353  -0.185
H4 0.25647 3.74612 -0.26673  0.140
H5 2.67771 3.53199 -0.03833  0.137
H6 2.23193 -0.69484 0.57611  0.113
H7 -3.60074 1.74278 -1.46394  0.047
O1 -2.66219 1.94991 1.31455  -0.331
C4 0.04300 -2.08210 -0.08547  0.011
H8 1.18293 -2.00875 -0.03151  0.119
S1 -2.14411 1.34303 0.06785  0.883
H9 -2.36802 -2.39284 -0.00946  0.136
H10 -3.49454 -1.31792 0.64577  0.074
C5 0.45803 0.37746 0.20554  -0.179
C6 1.82727 0.27817 0.34960  -0.002
C7 -1.73868 -0.49500 0.31983  -0.264
C8 2.09471 2.60151 -0.00431  -0.047


No. 6
ORCA calculation (ωB97M-V with the def2-TZVPD basis set) on a 2-piece molecular cluster, C8H10N4O overall at a distorted geometry.

As for the relative energy (zero: lowest compared OMol25 entry of this formula, charge and spin): 2.892 eV. The HOMO energy (spin up / spin down) comes out at -7.99 / -8.00 eV.

Last column: Löwdin charge in e.
Positions of all 23 atoms, in Å:
H1 -2.24195 -0.02289 -2.75381  0.073
C1 0.21628 -2.24204 0.73021  -0.107
H2 -4.11781 -1.91680 -2.83336  0.115
H3 1.33097 -0.45095 0.62004  0.077
C2 0.49590 -0.94697 0.27490  -0.013
N1 -1.46423 -1.06443 -1.15403  0.003
H4 -1.10824 -3.92393 0.72864  0.118
N2 0.30854 2.00213 -0.50295  -0.152
C3 -0.84076 -2.95843 0.29450  0.005
N3 -2.85063 -2.82448 -1.30461  0.080
H5 0.38036 1.21603 2.74461  0.101
N4 0.63741 2.16451 2.24934  0.038
C4 -3.20980 -1.87985 -2.19107  -0.139
C5 -0.17268 1.02760 -1.30052  0.011
C6 -1.73472 -2.36702 -0.67163  -0.229
H6 0.12517 1.91186 0.47737  0.063
C7 -2.40044 -0.75565 -2.07778  -0.070
H7 1.35300 2.58859 2.77775  0.017
H8 -0.16514 2.68246 2.23279  -0.010
C8 -0.32716 -0.40060 -0.78228  -0.129
O1 0.65701 3.13813 -0.92577  -0.085
H9 -0.09125 1.18324 -2.43278  0.150
H10 0.95756 -2.52878 1.39713  0.085